Arrangement A

{
  "formula": "CH3ClN2O2",
  "method": "wB97M-V/def2-TZVPD",
  "symbols": ["C", "N", "N", "O", "O", "Cl", "H", "H", "H"],
  "xyz": [[-0.942, -0.960, -0.811], [0.489, 1.060, 0.734], [1.096, -0.121, 0.817], [0.894, 2.095, 0.187], [1.904, -0.473, -0.028], [-2.445, -0.369, -0.567], [-0.434, -0.815, -1.813], [-0.428, -1.676, -0.109], [-0.136, 1.259, 1.589]],
  "mulliken_charge": [-0.543, 0.398, -0.020, -0.423, -0.288, -0.104, 0.337, 0.346, 0.296]
}

Arrangement B

{
  "formula": "CH3ClN2O2",
  "method": "wB97M-V/def2-TZVPD",
  "symbols": ["C", "N", "N", "O", "O", "Cl", "H", "H", "H"],
  "xyz": [[0.994, 0.197, -0.480], [-1.045, -0.426, 0.761], [-0.489, 0.209, -0.202], [-2.248, -0.335, 0.953], [-1.087, 0.828, -1.170], [2.054, -0.754, 0.567], [1.154, -0.157, -1.506], [1.180, 1.273, -0.554], [-0.513, -0.835, 1.631]],
  "mulliken_charge": [-0.314, 0.187, 0.556, -0.573, -0.619, -0.172, 0.312, 0.338, 0.285]
}

Arrangement C

{
  "formula": "CH3ClN2O2",
  "method": "wB97M-V/def2-TZVPD",
  "symbols": ["C", "N", "N", "O", "O", "Cl", "H", "H", "H"],
  "xyz": [[-0.044, -0.009, 0.014], [1.562, -1.193, 0.241], [2.432, -0.666, 1.180], [1.943, 0.037, 2.045], [3.593, -1.005, 1.095], [2.335, -1.686, -1.180], [-0.355, -0.367, -0.867], [-0.551, -0.166, 0.968], [0.363, 0.940, -0.116]],
  "mulliken_charge": [-0.415, -0.364, 1.158, -0.600, -0.604, -0.014, 0.311, 0.256, 0.272]
}

Structures ranked by computed energy, the most stable listed first: arrangement B, arrangement C, arrangement A.